Below is 9 unconnected molecules or ions with the total composition C82H174F6N7O5S, with properties calculated with ωB97M-V/def2-TZVPD.

Output
ΔE to the lowest compared entry with this formula, charge and spin, eV: 0.0000
Spin multiplicity: 1
Total charge: +5
LUMO energy, eV: -8.86
E, eV: -135614.4678

XYZ file:
```
275
C82H174F6N7O5S (ωB97M-V/def2-TZVPD)
S 16.14 21.35 19.05
F 18.22 20.92 17.61
F 20.09 24.34 9.75
F 16.64 22.21 16.60
F 17.93 23.07 18.19
F 21.33 23.88 11.44
F 19.83 22.49 10.90
O 19.50 24.48 13.31
O 18.43 25.73 11.69
O 16.91 21.15 20.30
O 15.10 22.41 19.19
O 15.69 20.03 18.56
N 11.71 21.52 17.14
N 21.36 17.87 17.99
N 15.82 18.37 23.63
N 15.74 13.26 16.05
N 17.07 19.36 11.99
N 14.95 25.82 22.12
N 15.79 27.14 14.71
C 20.09 23.79 11.01
C 16.87 20.93 11.96
C 18.41 18.55 23.65
C 23.95 17.62 18.29
C 16.64 12.49 14.98
C 17.28 29.27 14.45
C 20.95 18.91 23.06
C 17.23 11.52 17.13
C 18.54 19.04 11.66
C 21.30 20.32 18.72
C 26.28 16.66 18.52
C 14.49 19.12 23.89
C 14.58 24.54 22.98
C 17.29 26.49 22.54
C 17.24 26.08 21.06
C 19.49 16.41 18.67
C 11.53 11.37 15.85
C 15.14 27.36 13.33
C 16.34 28.46 15.36
C 10.84 25.00 18.76
C 16.55 12.87 17.34
C 14.73 18.79 21.54
C 10.60 23.51 18.41
C 14.31 12.68 15.97
C 11.77 22.99 17.59
C 11.00 28.08 21.11
C 13.69 23.55 22.24
C 16.16 17.14 10.96
C 21.02 16.42 18.57
C 12.80 30.09 11.84
C 13.65 19.07 22.61
C 19.54 19.47 12.76
C 14.73 26.44 15.60
C 16.85 25.30 15.98
C 17.18 11.22 15.64
C 17.05 19.25 23.81
C 14.95 17.11 16.55
C 15.52 16.25 26.87
C 15.78 26.85 22.88
C 11.04 20.59 18.18
C 21.21 18.81 19.17
C 13.08 20.96 16.59
C 11.39 20.24 15.04
C 15.88 17.06 24.51
C 15.55 25.71 16.73
C 11.74 28.30 22.54
C 15.10 15.62 16.92
C 19.51 19.56 23.13
C 12.51 11.38 17.00
C 13.02 22.66 23.26
C 12.86 20.21 15.23
C 10.82 21.42 15.87
C 14.95 16.54 10.34
C 12.70 27.20 22.95
C 25.23 17.34 17.57
C 20.25 23.50 15.43
C 15.81 25.54 20.83
C 15.75 14.75 15.78
C 11.77 20.49 19.54
C 15.73 17.82 22.18
C 14.06 11.35 16.82
C 15.92 21.20 13.14
C 17.77 30.56 15.18
C 16.20 18.69 10.87
C 13.46 28.74 11.91
C 17.36 21.93 17.73
C 22.78 17.96 17.32
C 16.50 20.25 14.12
C 20.20 18.14 16.97
C 10.88 19.72 20.52
C 18.94 17.53 17.76
C 9.85 20.60 21.25
C 13.62 26.60 21.78
C 16.89 26.11 14.68
C 20.96 19.56 12.21
C 13.64 16.80 11.15
C 16.61 18.91 13.36
C 19.95 23.23 13.93
C 16.09 17.33 26.00
C 19.02 24.48 11.96
C 20.72 21.29 19.78
C 14.12 28.40 13.30
H 15.91 12.93 18.23
H 12.41 23.18 23.99
H 20.60 22.29 19.36
H 15.91 22.23 13.51
H 14.65 26.43 13.08
H 19.25 20.42 13.21
H 12.67 22.98 18.22
H 15.60 15.51 17.89
H 21.91 18.44 19.92
H 10.05 21.03 18.28
H 15.94 27.45 12.59
H 10.16 28.74 20.86
H 15.30 19.69 21.29
H 9.44 20.22 22.19
H 13.79 22.13 23.84
H 9.70 23.47 17.78
H 20.57 17.43 16.22
H 18.39 17.73 22.93
H 15.73 26.42 17.53
H 14.02 27.43 21.19
H 13.60 20.37 17.34
H 16.89 31.10 15.53
H 15.81 20.29 14.97
H 12.92 18.27 22.71
H 18.10 10.89 15.17
H 19.26 15.42 18.27
H 11.00 28.40 23.34
H 21.77 19.48 22.63
H 18.28 11.58 17.43
H 13.54 30.87 11.70
H 14.49 16.17 26.51
H 13.30 28.33 14.02
H 24.12 18.42 19.01
H 18.09 27.22 22.67
H 16.05 12.33 14.08
H 16.64 16.35 24.17
H 10.89 19.62 17.69
H 10.85 22.32 15.26
H 14.93 16.59 24.27
H 18.06 17.33 17.14
H 10.66 27.04 21.12
H 17.84 26.58 14.44
H 16.68 28.20 16.36
H 13.35 19.23 15.18
H 16.97 20.08 23.11
H 21.61 16.26 19.48
H 19.37 23.84 15.99
H 12.59 28.09 11.85
H 15.30 14.85 14.79
H 18.31 30.30 16.09
H 17.96 25.29 20.85
H 16.03 15.29 26.79
H 12.74 20.05 19.33
H 13.75 21.82 16.54
H 16.32 16.79 11.98
H 16.51 21.28 10.99
H 11.37 10.44 15.30
H 23.76 16.71 18.86
H 16.88 10.65 17.70
H 21.39 18.57 23.99
H 16.70 25.53 13.77
H 11.17 25.67 17.97
H 10.53 11.53 16.26
H 13.86 18.75 24.70
H 12.83 24.01 21.76
H 14.27 22.96 21.53
H 17.14 17.28 26.31
H 14.39 25.59 15.01
H 16.78 15.10 15.71
H 18.46 31.16 14.59
H 18.65 17.96 11.56
H 11.80 28.11 20.37
H 20.79 18.01 22.46
H 14.87 16.87 9.30
H 15.04 15.46 10.29
H 21.58 20.13 12.90
H 13.69 13.47 16.40
H 19.21 22.43 13.85
H 13.37 20.70 14.40
H 19.14 16.46 19.70
H 12.25 10.49 17.57
H 18.77 19.56 10.73
H 18.23 23.74 12.08
H 11.75 12.21 15.19
H 15.90 17.58 16.31
H 12.34 21.96 22.78
H 21.09 24.19 15.47
H 20.22 18.68 19.62
H 12.33 12.28 17.59
H 10.91 19.29 15.30
H 16.81 29.52 13.49
H 14.88 20.94 12.97
H 10.44 18.84 20.07
H 13.72 16.41 12.17
H 25.69 18.27 17.24
H 12.18 30.18 10.95
H 20.92 20.16 11.30
H 12.31 29.22 22.65
H 15.64 18.46 13.14
H 13.31 17.84 11.21
H 15.41 28.97 15.56
H 14.54 10.53 16.29
H 17.40 18.34 13.86
H 14.65 29.29 13.64
H 12.15 23.53 16.72
H 22.33 20.64 18.56
H 12.17 26.31 23.29
H 15.47 16.58 27.90
H 16.96 16.61 10.45
H 17.74 25.37 16.61
H 26.63 17.33 19.31
H 15.75 18.31 26.31
H 15.81 24.46 20.74
H 9.06 20.74 20.50
H 10.51 23.00 19.37
H 21.33 21.32 20.68
H 20.80 22.72 13.47
H 17.46 20.56 14.54
H 17.46 26.87 20.34
H 15.51 26.78 23.94
H 10.32 21.52 21.61
H 14.97 24.85 17.06
H 17.47 25.61 23.17
H 14.07 15.40 17.20
H 17.41 13.24 14.82
H 11.94 21.46 20.01
H 20.75 20.57 17.81
H 14.00 27.18 15.92
H 25.14 16.74 16.66
H 25.76 15.83 19.00
H 22.81 17.27 16.47
H 15.36 25.92 19.91
H 11.52 25.05 19.61
H 19.55 20.34 23.89
H 9.80 21.38 16.25
H 11.46 19.16 21.25
H 20.67 22.64 15.95
H 13.20 27.46 23.88
H 16.69 17.88 21.67
H 14.24 17.20 15.73
H 11.13 20.41 14.00
H 14.00 12.66 14.93
H 9.91 25.54 18.94
H 19.30 20.04 22.18
H 22.87 18.94 16.86
H 16.67 18.95 9.93
H 14.81 20.14 24.12
H 17.30 13.65 17.50
H 21.32 18.60 11.83
H 15.52 24.02 23.17
H 15.30 16.82 22.27
H 16.56 10.39 15.30
H 14.11 28.54 11.05
H 18.45 18.25 18.41
H 18.19 28.70 14.29
H 14.27 18.44 20.62
H 14.61 17.73 17.37
H 19.74 20.91 20.08
H 21.30 15.68 17.83
H 17.05 19.60 24.84
H 13.00 25.97 21.14
H 20.09 19.17 16.64
H 13.02 19.96 22.57
H 15.64 27.85 22.47
H 12.28 30.39 12.76
H 15.21 19.15 10.86
H 27.19 16.26 18.07
H 14.52 11.34 17.80
H 16.72 24.27 15.63
H 14.15 25.01 23.87
H 19.56 18.70 13.53
H 18.72 18.17 24.62
H 12.80 16.30 10.68
H 17.83 21.43 12.09
```